1.
The following is a quantum chemistry calculation of the ion C4H5N2 with charge +1 in a non-equilibrium geometry, from the Open Molecules 2025 dataset.

Structure (XYZ):
```
11
C4H5N2 ωB97M-V/def2-TZVPD
H 2.01 1.07 1.74
N -0.62 1.42 -0.85
C -0.37 -0.94 0.24
N -1.24 0.55 -1.26
C 0.55 0.23 0.29
C 1.53 1.03 0.66
H -2.07 -1.38 -1.31
C -1.44 -0.71 -0.88
H 2.10 1.62 -0.04
H 0.27 -1.82 0.10
H -0.74 -1.07 1.30
```

Properties
- Net charge: +1
- Lowest unoccupied orbital energy (alpha / beta): -0.2653 / -0.2576 hartree
- Energy above the lowest of the compared OMol25 structures with the same formula, charge and spin: 5.1213 eV

---

2.
The following is a quantum chemistry calculation of a structure of composition C4H5N2 in a non-equilibrium geometry, from the Open Molecules 2025 dataset.

Structure (XYZ):
```
11
C4H5N2 ωB97M-V/def2-TZVPD
H 2.72 1.31 -0.01
H -2.28 0.65 -0.85
C 1.54 -0.76 0.00
N -0.48 0.04 -0.01
H -2.26 0.53 0.93
H -2.25 -0.95 -0.06
N 0.25 -1.07 -0.01
C -1.90 0.08 0.00
H 2.33 -1.49 0.00
C 1.81 0.75 0.01
C 0.51 0.89 -0.01
```

Properties
- Net charge: +1
- Lowest unoccupied orbital energy: -0.2941 hartree
- Energy above the lowest of the compared OMol25 structures with the same formula, charge and spin: 4.2335 eV

---

3.
The following is a quantum chemistry calculation of a cluster of 2 separate species, C4H5N2P in total in a non-equilibrium geometry, from the Open Molecules 2025 dataset.

Structure (XYZ):
```
12
C4H5N2P ωB97M-V/def2-TZVPD
P 2.41 -0.03 1.31
H 2.25 -0.12 -1.49
N 0.02 -0.08 -0.04
H -3.13 0.52 0.59
C 1.42 -0.18 0.00
H -0.47 -0.71 -2.13
N -2.03 -0.12 -0.92
C -0.84 0.35 0.96
C -0.77 -0.34 -1.11
C -2.12 0.31 0.33
H -0.33 0.77 1.85
H 3.57 -0.38 0.64
```

Properties
- Lowest unoccupied orbital energy: -0.0189 hartree
- Energy above the lowest of the compared OMol25 structures with the same formula, charge and spin: 3.4438 eV

---

4.
The following is a quantum chemistry calculation of the molecule C4H5N2P in a non-equilibrium geometry, from the Open Molecules 2025 dataset.

Structure (XYZ):
```
12
C4H5N2P ωB97M-V/def2-TZVPD
H 0.72 0.46 1.29
C 2.32 -0.07 0.05
C -1.02 -0.86 -0.01
H -0.26 0.40 -1.47
C 3.34 0.85 -0.03
H -1.89 -1.00 -0.63
H -0.97 -0.92 1.13
H 1.08 1.56 0.21
N -0.10 -0.05 -0.59
C 0.91 0.56 0.28
N 4.31 1.50 -0.10
P 2.70 -1.70 0.02
```

Properties
- Lowest unoccupied orbital energy (alpha / beta): -0.0380 / -0.0547 hartree
- Spin multiplicity: 3
- Expectation value of S²: 2.03
- Energy above the lowest of the compared OMol25 structures with the same formula, charge and spin: 0.3647 eV